## P
ORCA calculation (the ωB97M-V functional and the def2-TZVPD basis) on a 2-piece molecular cluster, C4H14N2O overall.

Computed properties:
**Total charge**: +2
**LUMO energy**: -6.81 eV
**Highest occupied orbital energy**: -18.867 eV
**HOMO-LUMO gap**: 0.4431 hartree

Atoms and positions in Å:
C  -1.635  0.871  -0.745
C  -1.247  0.921  0.739
C  -0.449  -0.240  1.255
C  0.754  -0.090  1.765
N  1.477  -1.185  2.443
N  -0.427  0.916  -1.656
H  -2.115  -0.074  -0.979
H  -2.243  1.742  -0.973
H  -0.833  1.895  0.992
H  -2.213  0.874  1.247
H  -0.999  -1.178  1.251
H  1.279  0.855  1.751
H  2.136  -0.793  3.136
H  0.840  -1.797  2.968
H  2.039  -1.786  1.829
H  -0.242  1.832  -2.075
H  0.419  0.635  -1.154
H  -0.499  0.268  -2.448
H  1.811  -0.873  -3.616
H  0.939  -1.862  -2.867
O  1.208  -0.933  -2.863

## Q
ORCA calculation (the ωB97M-V functional and the def2-TZVPD basis) on a 3-piece molecular cluster, C4H14N2O overall.

Computed properties:
**Total charge**: +2
**LUMO energy**: -13.72 eV
**Highest occupied orbital energy**: -19.369 eV
**HOMO-LUMO gap**: 0.2077 hartree

Atoms and positions in Å:
C  -1.576  0.955  -0.369
C  -0.488  0.420  -1.390
C  0.945  0.517  -0.907
C  2.572  -1.105  -0.313
N  1.361  -0.724  -0.243
N  -2.020  0.134  0.723
H  -1.111  1.902  0.029
H  -2.398  1.288  -0.994
H  -0.732  -0.593  -1.686
H  -0.620  1.151  -2.187
H  1.586  0.642  -1.789
H  1.012  1.419  -0.202
H  3.386  -0.711  -0.928
H  2.929  -1.951  0.279
H  0.271  1.447  1.375
H  -0.824  -0.688  1.366
H  -2.876  -0.403  0.645
H  -2.045  0.662  1.580
H  0.004  -1.810  2.471
H  0.745  -1.155  0.941
O  -0.121  -1.401  1.601

## R
ORCA calculation (the ωB97M-V functional and the def2-TZVPD basis) on a 2-piece molecular cluster, C4H14N2O overall.

Computed properties:
**Total charge**: +2
**LUMO energy**: -6.57 eV
**Highest occupied orbital energy**: -18.274 eV
**HOMO-LUMO gap**: 0.4301 hartree

Atoms and positions in Å:
C  -1.338  -0.613  -0.240
C  0.182  -0.941  -0.186
C  1.025  0.035  -1.038
C  2.268  -0.270  -1.355
N  3.052  0.582  -2.275
N  -1.911  -0.318  1.118
H  -1.511  0.277  -0.834
H  -1.846  -1.438  -0.730
H  0.516  -1.042  0.846
H  0.302  -1.853  -0.765
H  0.489  0.932  -1.323
H  2.796  -1.122  -0.961
H  2.449  1.164  -2.865
H  3.648  1.230  -1.754
H  3.671  0.058  -2.890
H  -1.180  0.056  1.724
H  -2.680  0.348  1.091
H  -2.207  -1.150  1.631
H  -2.630  2.048  3.187
H  -2.499  0.920  4.281
O  -2.596  1.097  3.339

Preferred: P; penalty for the next structure: 0.0079 hartree.

## P
ORCA calculation (the ωB97M-V functional and the def2-TZVPD basis) on H5N2P as an isolated structure.

Computed properties:
**LUMO energy**: -0.14 eV
**Highest occupied orbital energy**: -7.229 eV
**HOMO-LUMO gap**: 0.2603 hartree

Atoms and positions in Å:
N  -0.486  -1.548  1.310
N  -0.450  -0.792  0.118
P  0.066  0.724  -0.061
H  -0.178  -0.950  2.075
H  -1.435  -1.873  1.492
H  -0.687  -1.392  -0.669
H  1.396  3.190  -1.930
H  1.773  2.641  -2.335

## Q
ORCA calculation (the ωB97M-V functional and the def2-TZVPD basis) on a 2-piece molecular cluster, H5N2P overall.

Computed properties:
**LUMO energy**: 0.42 eV
**Structure (SMILES)**: [H]/N=P/N.[H][H]
**Highest occupied orbital energy**: -9.286 eV
**HOMO-LUMO gap**: 0.3567 hartree

Atoms and positions in Å:
H  0.231  -2.249  0.852
N  -0.065  -1.290  0.813
P  -0.960  -0.611  -0.320
N  -1.378  0.961  0.345
H  -1.675  1.478  -0.427
H  -1.011  1.399  1.168
H  2.115  0.868  -1.934
H  1.767  0.905  -1.344

Preferred: Q; penalty for the next structure: 0.0832 hartree.

## P
ORCA calculation (the ωB97M-V functional and the def2-TZVPD basis) on one molecule with the formula C4H13N3.

Computed properties:
**LUMO energy**: 1.13 eV
**Structure (SMILES)**: NCCNCCN
**Highest occupied orbital energy**: -8.113 eV
**HOMO-LUMO gap**: 0.3397 hartree

Atoms and positions in Å:
N  -2.861  0.986  -1.254
C  -1.511  1.555  -1.179
C  -0.310  0.620  -1.320
N  0.077  -0.037  -0.068
C  1.391  -0.684  0.041
C  1.733  -0.716  1.548
N  0.994  -1.758  2.234
H  -3.137  0.378  -0.494
H  -2.769  0.355  -2.045
H  -1.342  2.192  -2.058
H  -1.322  2.228  -0.361
H  0.610  1.166  -1.599
H  -0.450  -0.177  -2.055
H  -0.269  0.160  0.852
H  2.142  -0.034  -0.413
H  1.515  -1.673  -0.413
H  1.476  0.236  2.031
H  2.818  -0.895  1.622
H  0.985  -1.775  3.227
H  0.230  -2.129  1.703

## Q
ORCA calculation (the ωB97M-V functional and the def2-TZVPD basis) on one molecule with the formula C4H13N3.

Computed properties:
**LUMO energy**: 1.08 eV
**Structure (SMILES)**: NCCNCCN
**Highest occupied orbital energy**: -7.958 eV
**HOMO-LUMO gap**: 0.3322 hartree

Atoms and positions in Å:
N  2.250  -0.855  -1.465
C  1.816  -1.769  -0.391
C  0.481  -1.195  0.169
N  0.547  0.210  0.392
C  -0.671  0.658  1.141
C  -1.584  1.146  0.048
N  -2.732  1.813  0.740
H  2.106  -1.194  -2.440
H  3.367  -0.713  -1.409
H  2.500  -1.970  0.569
H  1.669  -2.764  -0.848
H  -0.223  -1.332  -0.678
H  0.177  -1.600  1.146
H  0.590  1.032  -0.333
H  -0.344  1.585  1.714
H  -1.185  -0.023  1.852
H  -2.019  0.396  -0.607
H  -1.035  1.874  -0.562
H  -2.369  2.745  0.992
H  -3.342  1.956  -0.030

Preferred: P; penalty for the next structure: 0.0393 hartree.

## P
ORCA calculation (the ωB97M-V functional and the def2-TZVPD basis) on one molecule with the formula C4H13N3.

Computed properties:
**LUMO energy**: 1.08 eV
**Structure (SMILES)**: NCCCNCN
**Highest occupied orbital energy**: -8.312 eV
**HOMO-LUMO gap**: 0.3450 hartree

Atoms and positions in Å:
N  2.184  0.644  2.083
C  1.609  0.242  0.807
C  0.503  1.233  0.343
C  -0.826  0.611  0.710
N  -1.307  -0.501  -0.112
C  -0.875  -0.509  -1.485
N  -1.337  -1.704  -2.187
H  1.984  0.342  3.014
H  2.762  1.465  2.061
H  1.271  -0.785  0.939
H  2.471  0.188  0.141
H  0.528  1.451  -0.725
H  0.751  2.143  0.878
H  -0.831  0.262  1.748
H  -1.622  1.369  0.760
H  -2.298  -0.452  0.065
H  0.197  -0.382  -1.535
H  -1.349  0.311  -2.058
H  -0.679  -2.265  -2.690
H  -2.226  -1.508  -2.606

## Q
ORCA calculation (the ωB97M-V functional and the def2-TZVPD basis) on one molecule with the formula C4H13N3.

Computed properties:
**LUMO energy**: 1.10 eV
**Structure (SMILES)**: NCCNCCN
**Highest occupied orbital energy**: -8.501 eV
**HOMO-LUMO gap**: 0.3529 hartree

Atoms and positions in Å:
N  -1.161  1.301  1.395
C  -0.409  0.163  1.970
C  0.918  -0.011  1.233
N  0.853  -0.919  0.080
C  1.053  -0.328  -1.251
C  -0.125  -0.562  -2.173
N  -1.335  0.130  -1.764
H  -0.636  2.151  1.545
H  -2.096  1.375  1.787
H  -0.294  0.340  3.042
H  -0.967  -0.745  1.768
H  1.612  -0.451  1.974
H  1.306  0.978  0.956
H  1.594  -1.592  0.203
H  1.904  -0.831  -1.717
H  1.305  0.736  -1.182
H  -0.284  -1.646  -2.153
H  0.143  -0.266  -3.184
H  -2.121  -0.482  -1.624
H  -1.261  0.660  -0.904

Preferred: Q; penalty for the next structure: 0.0260 hartree.